[1]
Here is 3 unconnected molecules or ions with the total composition C22H45BrF3N4O9P2 in a non-equilibrium geometry from OMol25. Energies are from ωB97M-V/def2-TZVPD.

Results
charge	+1
calculated total energy	-144692.390	eV
HOMO level	-10.648	eV
2S+1	1

Positions of all 86 atoms, in Å:
N  4.16725  2.15067  2.63400
P  3.33735  0.90033  2.97518
N  2.18246  0.42257  1.74541
C  0.98970  1.10852  1.69670
N  0.41276  1.64454  2.72376
C  -0.84590  2.39723  2.70296
C  -1.94820  1.59433  3.39517
C  -2.38944  0.38264  2.65505
F  -2.72076  0.57467  1.36325
C  -2.55921  -0.81159  3.20426
F  -1.79255  -1.23984  4.18835
F  -3.48677  -1.68014  2.91505
N  0.37165  1.20457  0.44360
C  0.12983  -0.16709  -0.10336
C  0.58254  -1.26090  0.85638
C  1.98999  -1.07071  1.44667
C  3.13127  -1.46173  0.49972
C  3.05338  -2.76120  -0.27061
O  3.42659  -2.82938  -1.40645
O  2.58299  -3.83589  0.43497
P  2.02935  -1.94650  3.16468
O  3.50126  -2.63264  3.13994
Br  0.67392  -3.68211  3.00492
H  3.97509  2.59498  1.74559
H  2.63144  1.04695  4.18771
H  4.08589  -0.27102  3.14432
H  0.84728  1.53654  3.63363
H  -0.67950  3.31254  3.27475
H  -1.10187  2.69612  1.69194
H  -2.80883  2.26230  3.50577
H  -1.63970  1.32474  4.40719
H  1.09509  1.60988  -0.14862
H  -0.93526  -0.29943  -0.29383
H  0.62844  -0.26547  -1.06847
H  -0.12697  -1.31996  1.69034
H  0.49223  -2.21362  0.33855
H  4.07800  -1.48682  1.05097
H  3.23724  -0.67274  -0.24679
H  1.85354  -4.24720  -0.04618
H  3.49809  -3.58314  2.95405
C  -10.74963  -0.15183  0.56379
O  -9.62135  0.67092  0.35159
C  -9.35829  1.63685  1.34577
C  -7.94078  1.57740  1.87948
O  -7.56996  0.39255  2.56167
C  -7.48634  -0.83466  1.86177
C  -6.37676  -0.94638  0.83625
O  -6.50822  -0.05844  -0.25567
C  -5.41162  0.79349  -0.48338
H  -11.62036  0.23251  0.02533
H  -10.52069  -1.14684  0.17936
H  -10.99413  -0.24100  1.62589
H  -10.06807  1.55232  2.17538
H  -9.48727  2.63285  0.90227
H  -7.86762  2.36553  2.63381
H  -7.22565  1.82821  1.09253
H  -8.44634  -1.12211  1.43081
H  -7.25645  -1.57588  2.63276
H  -6.41019  -1.96996  0.44142
H  -5.40830  -0.81150  1.33147
H  -4.86768  1.00562  0.43925
H  -5.79100  1.73594  -0.88139
H  -4.72444  0.36089  -1.21998
C  8.20616  2.02067  -5.32442
O  7.95348  0.97683  -4.40741
C  7.53239  1.36438  -3.11998
C  6.24994  0.68612  -2.67779
O  5.08552  0.97740  -3.43010
C  4.98897  0.54658  -4.78052
C  4.90071  -0.95046  -4.99957
O  6.05803  -1.65822  -4.60529
C  5.83863  -2.67305  -3.64682
H  9.27176  2.26456  -5.35481
H  7.90384  1.68081  -6.31584
H  7.63732  2.92260  -5.08115
H  7.41593  2.45171  -3.05350
H  8.30819  1.07169  -2.39983
H  6.03758  1.07178  -1.67527
H  6.40208  -0.39058  -2.57628
H  5.76829  0.98983  -5.40124
H  4.03886  0.95915  -5.13142
H  4.76071  -1.10910  -6.07621
H  4.01255  -1.33872  -4.48787
H  4.97997  -2.43358  -3.01949
H  6.72378  -2.73611  -3.01088
H  5.68676  -3.64571  -4.12498


[2]
Here is a molecular structure, C3H3Cl9 in a non-equilibrium geometry from OMol25. Energies are from ωB97M-V/def2-TZVPD.

Results
charge	+1
calculated total energy	-115849.802	eV
HOMO level (alpha / beta)	-13.079 / -13.078	eV
relative energy (zero: lowest compared OMol25 entry of this formula, charge and spin)	0.00	kJ/mol
2S+1	2

Positions of all 15 atoms, in Å:
C  20.68143  -3.51524  3.93474
Cl  21.89373  -2.57601  4.73444
Cl  20.32255  -4.90216  4.97202
Cl  20.99717  -4.07562  2.25028
H  19.74155  -2.97098  4.02699
C  17.08425  -2.78960  1.62444
Cl  15.63054  -2.17800  0.79588
Cl  16.69308  -3.77276  2.97972
Cl  17.99775  -1.42422  2.20484
H  17.68657  -3.34289  0.90389
C  16.31129  1.86352  1.38046
Cl  16.62993  1.65454  -0.35156
Cl  15.16124  3.07695  1.82226
Cl  17.74990  2.39063  2.17481
H  16.13903  0.87716  1.81118


[3]
Here is 2 unconnected molecules or ions with the total composition C9H14 in a non-equilibrium geometry from OMol25. Energies are from ωB97M-V/def2-TZVPD.

Results
charge	0
structure (SMILES)	Cc1ccccc1.CC
calculated total energy	-9557.752	eV
HOMO level	-8.681	eV
relative energy (zero: lowest compared OMol25 entry of this formula, charge and spin)	234.36	kJ/mol
2S+1	1

Positions of all 23 atoms, in Å:
C  -1.74206  0.73170  -2.81354
C  -0.38414  0.37547  -2.19168
C  0.68221  1.21800  -2.35421
C  1.74515  1.21930  -1.54772
C  1.66544  0.22551  -0.53728
C  0.73444  -0.72890  -0.29305
C  -0.28387  -0.69850  -1.24613
H  -1.51641  1.21743  -3.81927
H  -2.34344  1.40796  -2.22843
H  -2.46556  -0.07669  -2.99839
H  0.58248  2.04975  -3.11834
H  2.46989  1.97840  -1.73570
H  2.47963  0.00367  0.28279
H  0.81072  -1.53989  0.53530
H  -0.92032  -1.51347  -1.29412
C  -0.06420  -0.91526  3.91939
C  -0.36877  -0.51982  2.40147
H  0.83455  -0.31140  4.32995
H  -0.84906  -0.71594  4.66926
H  0.13929  -2.01323  3.83870
H  0.70205  -0.24864  2.05768
H  -0.77920  -1.33772  1.76767
H  -1.12883  0.19227  2.37565